(1)
16
Properties=species:S:1:pos:R:3 method="wB97M-V/def2-TZVPD" smiles="CC1C=CC=C1.[H][H]" lumo_energy_ev=1.1 e_tot_ev=-6382.2860 mol_weight_g_mol=82.1 e_above_lowest_kcal_mol=36.29 charge=0
C -1.535 -0.847 -0.658
C -0.303 -0.781 0.247
C -0.216 0.363 1.225
C 1.029 0.871 1.213
C 1.817 0.186 0.181
C 1.046 -0.735 -0.422
H -1.494 -1.735 -1.297
H -1.613 0.031 -1.304
H -2.449 -0.912 -0.059
H -0.299 -1.696 0.866
H -1.038 0.667 1.864
H 1.406 1.664 1.851
H 2.855 0.403 -0.048
H 1.335 -1.396 -1.232
H -0.374 1.996 -0.858
H -0.169 1.919 -1.568



(2)
16
Properties=species:S:1:pos:R:3 method="wB97M-V/def2-TZVPD" smiles=C1C[C@@H]2C[C@@H]2C1 lumo_energy_ev=1.2 e_tot_ev=-6382.3074 mol_weight_g_mol=82.1 e_above_lowest_kcal_mol=35.79 charge=0
C 1.346 -0.290 0.368
C 0.957 0.999 -0.347
C -0.536 0.966 -0.536
C -1.502 0.424 0.456
C -0.972 -0.602 -0.477
C 0.162 -1.475 0.076
H 1.185 -0.069 1.436
H 2.451 -0.365 0.258
H 1.423 1.182 -1.330
H 1.446 1.681 0.363
H -0.942 1.695 -1.254
H -1.210 0.333 1.495
H -2.525 0.741 0.301
H -1.543 -0.951 -1.337
H -0.032 -1.882 1.089
H 0.294 -2.385 -0.562



(3)
16
Properties=species:S:1:pos:R:3 method="wB97M-V/def2-TZVPD" smiles=C1CC1C1CC1 lumo_energy_ev=1.3 e_tot_ev=-6382.5046 mol_weight_g_mol=82.1 e_above_lowest_kcal_mol=31.25 charge=0
C -1.814 -0.807 0.396
C -0.871 -0.732 1.565
C -0.337 -0.656 0.163
C 0.229 0.638 -0.336
C 1.712 0.867 -0.268
C 1.039 0.684 -1.600
H -2.446 0.055 0.197
H -2.279 -1.763 0.172
H -0.859 0.186 2.149
H -0.690 -1.632 2.145
H 0.185 -1.540 -0.201
H -0.401 1.505 -0.138
H 2.076 1.855 -0.001
H 2.323 0.050 0.108
H 0.941 1.550 -2.249
H 1.205 -0.253 -2.127



(4)
16
Properties=species:S:1:pos:R:3 method="wB97M-V/def2-TZVPD" smiles="C[C@@H]1C=CCC1" lumo_energy_ev=1.2 e_tot_ev=-6383.7389 mol_weight_g_mol=82.1 e_above_lowest_kcal_mol=2.78 charge=0
C 1.932 -0.397 0.250
C 0.665 0.070 -0.470
C 0.063 1.322 0.129
C -1.228 1.186 0.416
C -1.764 -0.165 0.016
C -0.493 -0.959 -0.366
H 1.719 -0.595 1.308
H 2.731 0.352 0.200
H 2.313 -1.324 -0.196
H 0.923 0.253 -1.524
H 0.649 2.225 0.287
H -1.859 1.941 0.878
H -2.340 -0.628 0.827
H -2.451 -0.071 -0.836
H -0.621 -1.515 -1.300
H -0.254 -1.695 0.411



Repeat the second record exactly.
16
Properties=species:S:1:pos:R:3 method="wB97M-V/def2-TZVPD" smiles=C1C[C@@H]2C[C@@H]2C1 lumo_energy_ev=1.2 e_tot_ev=-6382.3074 mol_weight_g_mol=82.1 e_above_lowest_kcal_mol=35.79 charge=0
C 1.346 -0.290 0.368
C 0.957 0.999 -0.347
C -0.536 0.966 -0.536
C -1.502 0.424 0.456
C -0.972 -0.602 -0.477
C 0.162 -1.475 0.076
H 1.185 -0.069 1.436
H 2.451 -0.365 0.258
H 1.423 1.182 -1.330
H 1.446 1.681 0.363
H -0.942 1.695 -1.254
H -1.210 0.333 1.495
H -2.525 0.741 0.301
H -1.543 -0.951 -1.337
H -0.032 -1.882 1.089
H 0.294 -2.385 -0.562